{
  "formula": "C17H12ClINO8ReS5",
  "method": "ωB97M-V with the def2-TZVPD basis set",
  "spin_multiplicity": 2,
  "s_squared": 0.7759,
  "charge": -1,
  "fmax_ha_per_bohr": 0.009,
  "homo_lumo_gap_ev": [6.46, 6.99],
  "symbols": ["Re", "O", "C", "S", "C", "C", "S", "S", "S", "O", "S", "O", "O", "O", "I", "C", "C", "C", "C", "N", "C", "H", "H", "H", "H", "C", "C", "C", "C", "Cl", "C", "C", "C", "O", "C", "C", "O", "O", "H", "H", "H", "H", "H", "H", "H", "H"],
  "coordinates": [[0.16, -0.38, -0.02], [2.12, -1.47, 6.51], [1.77, -1.28, 5.38], [0.09, -0.97, 4.90], [0.40, -0.76, 3.19], [1.69, -0.88, 2.78], [2.11, -0.68, 1.10], [2.89, -1.22, 4.00], [-0.89, -0.44, 2.08], [-0.72, -1.18, -3.66], [-0.47, -0.14, -2.70], [-0.61, 1.21, -3.16], [-1.35, -0.39, -1.42], [0.88, -0.38, -1.97], [-1.36, -5.37, -3.16], [-0.72, -4.53, -1.38], [-0.50, -5.31, -0.26], [-0.06, -4.68, 0.89], [0.13, -3.32, 0.89], [-0.09, -2.56, -0.20], [-0.51, -3.16, -1.32], [-0.66, -6.38, -0.29], [0.13, -5.24, 1.80], [0.48, -2.81, 1.77], [-0.67, -2.54, -2.19], [-3.05, 3.15, -2.17], [-3.69, 1.87, -1.69], [-4.61, 1.28, -2.56], [-5.27, 0.11, -2.26], [-6.40, -0.57, -3.40], [-5.04, -0.53, -1.05], [-4.14, 0.03, -0.18], [-3.45, 1.21, -0.48], [-2.58, 1.54, 0.52], [-1.80, 2.71, 0.57], [-0.44, 2.68, -0.12], [0.02, 3.72, -0.52], [0.23, 1.56, -0.08], [-3.34, 3.33, -3.20], [-1.96, 3.11, -2.15], [-3.37, 4.02, -1.59], [-4.80, 1.75, -3.52], [-5.55, -1.45, -0.81], [-3.91, -0.45, 0.76], [-1.57, 2.84, 1.63], [-2.33, 3.59, 0.24]]
}